# C29H71FN20O44

21 unconnected molecules or ions with the total composition C29H71FN20O44 in a non-equilibrium geometry (ωB97M-V/def2-TZVPD, the OMol25 dataset).

```
165
C29H71FN20O44, DFT ωB97M-V/def2-TZVPD
F -4.8093 1.1521 -4.1211
O -6.8793 5.2935 -5.2525
O -5.9791 -3.7920 -3.2751
O -0.3902 -2.4472 -5.4029
O 13.4007 1.5753 -1.9469
O 2.9471 -7.6481 3.6318
O 4.8686 4.2128 0.2192
O 0.0581 -1.8913 5.4402
O 9.8173 2.8446 1.0607
O 0.4638 -0.9560 0.9798
O 1.0693 -10.9523 7.5240
O 8.4698 6.2490 0.5783
O 4.7360 -0.9833 1.1087
O -2.9424 -6.9480 3.5026
O -1.3497 -8.3483 3.0319
O -13.6886 -4.3894 3.0505
O 7.4338 5.4121 4.6580
O -4.6745 5.9331 -1.1930
O -8.4798 6.6829 -4.7785
O 9.0362 4.0273 4.1789
O 2.7796 -4.8634 2.6594
O -2.7476 5.0036 -2.3411
O -4.3049 9.9789 -6.2369
O -2.7687 -3.7682 -0.5240
O -6.1435 -3.4186 2.5838
O -2.5555 -2.4591 -5.5604
O 1.0691 -4.9476 1.3166
O 4.1027 -8.6783 5.1541
O 0.5629 -11.3517 5.4493
O -6.4788 -1.6887 -3.0696
O 8.9372 7.5625 -1.0857
O 8.3137 1.5135 0.2354
O -1.2069 3.1378 -2.4122
O -8.3083 -3.4170 2.4237
O -4.2844 -2.3309 0.0771
O 0.5342 -4.0000 5.2251
O -12.7122 -2.5289 2.5032
O -3.8123 7.8754 -6.4475
O -1.1318 0.4327 1.4659
O 4.2495 1.1227 1.3238
O -8.2883 2.0399 -1.4594
O 5.4587 5.0106 -3.0665
O 3.9555 3.6807 -3.8944
O 14.5730 0.5661 -0.4232
O 2.9703 3.3598 0.8346
N -1.7715 -7.2395 3.3202
N -12.7081 -3.7176 2.7773
N -1.4617 -1.9190 -5.6348
N 8.6654 2.4847 0.8880
N 0.5369 -2.8392 4.8403
N -5.9880 -2.6362 -3.6624
N 8.6060 5.1318 4.4671
N 3.9018 4.1319 0.9617
N 0.5319 -11.6032 6.6443
N 4.3062 4.6498 -3.2443
N -3.7902 -3.4512 0.0595
N 2.2293 -5.1856 1.6188
N 3.0557 -8.2933 4.6634
N 13.5207 0.9413 -0.9113
N 0.0382 0.1497 1.2747
N 4.7302 0.1724 0.7230
N -3.8181 9.0334 -6.8324
N -7.3090 6.4003 -4.9632
N -7.2131 -2.8843 2.3465
N 8.7963 6.4641 -0.5803
C -4.5040 -4.5107 0.8184
C -0.7762 -6.1449 3.4630
C -5.3458 -2.3454 -4.9697
C -7.1721 -1.4596 1.9263
C 3.8542 5.0566 2.1245
C -1.4311 -0.4901 -6.0438
C 9.5909 6.2368 4.5971
C -0.2301 -12.8106 7.0559
C 7.5929 3.2935 1.5226
C 3.0389 -5.9370 0.6258
C -3.7582 2.8512 -2.5578
C -3.1774 9.3221 -8.1419
C 5.3593 0.4586 -0.5923
C -4.0792 5.0567 -1.8439
C -6.3208 7.5022 -4.8230
C -6.4182 3.4692 -2.2254
C 12.2772 0.5927 -0.1756
C 1.0274 1.2493 1.4128
C -6.8912 1.9733 -1.9304
C 3.2313 5.4605 -2.6143
C -11.3948 -4.4137 2.7803
C -4.0117 0.2671 -1.8582
C -3.8449 1.3419 -3.0489
C -4.8456 3.6928 -2.2203
C -2.3467 3.6186 -2.4139
C 1.8055 -8.6426 5.3870
C 1.1751 -2.5520 3.5297
C -2.6187 -0.4790 -1.5010
C 9.0437 5.2872 -1.4540
H -1.2621 -12.6724 6.7356
H 7.0469 2.6396 2.2023
H 8.8820 4.3808 -0.8759
H -6.3960 7.8832 -3.8050
H 10.0751 5.3454 -1.7991
H 0.4139 -2.1206 2.8820
H -4.5429 -1.6340 -4.7890
H 9.5210 6.6211 5.6139
H 11.4232 0.9878 -0.7218
H -5.5035 -4.5998 0.3956
H -6.1087 -1.9238 -5.6237
H 0.2173 -6.5466 3.2731
H 6.9482 3.6662 0.7283
H -6.3113 1.4360 -1.1122
H -4.3509 0.7500 -0.8671
H 12.3436 1.0431 0.8137
H 2.0208 0.8548 1.2155
H 2.6825 4.8077 -1.9361
H 12.2260 -0.4936 -0.1132
H -6.8110 3.9036 -3.2242
H -1.0263 -5.3757 2.7337
H -11.4448 -5.2127 2.0418
H 0.7668 2.0182 0.6867
H 4.7441 5.6833 2.1112
H -4.7597 -0.5485 -2.1826
H -0.1722 -12.9096 8.1381
H -6.7082 -0.8928 2.7327
H -0.8497 -5.7642 4.4805
H 6.1700 1.1653 -0.4217
H 1.8674 -8.2019 6.3813
H 3.0658 -5.3471 -0.2896
H -4.9536 -3.2720 -5.3825
H 1.7474 -9.7289 5.4387
H 3.8245 4.4475 3.0274
H -5.3267 7.1086 -5.0138
H -10.6176 -3.6984 2.5217
H -6.9455 1.3763 -2.9167
H -6.5781 8.2691 -5.5523
H -2.8148 -1.2591 -0.6770
H -6.5808 -1.4042 1.0123
H -3.9397 9.7467 -8.7939
H -4.5405 -4.2002 1.8563
H 3.6876 6.2856 -2.0706
H -0.8422 -0.4226 -6.9575
H 0.2251 -13.6694 6.5645
H -2.3701 10.0311 -7.9632
H -8.1898 -1.1167 1.7495
H -3.9569 -5.4462 0.7153
H 8.3435 5.3437 -2.2871
H -11.2357 -4.8105 3.7822
H 5.7402 -0.4720 -1.0084
H 1.5539 -3.4839 3.1104
H -2.1686 -1.0354 -2.3962
H 4.0416 -6.0765 1.0249
H 0.9585 1.6276 2.4320
H 2.9540 5.6621 2.0259
H -8.6262 1.1320 -1.6566
H -2.4515 -0.1524 -6.2166
H 2.5894 5.8320 -3.4121
H -6.8498 4.1300 -1.3810
H 4.5914 0.8847 -1.2376
H 9.3260 7.0002 3.8662
H 2.5508 -6.8972 0.4640
H -1.8709 0.2895 -1.0761
H -0.9700 0.0735 -5.2332
H 8.0486 4.1166 2.0648
H 1.9887 -1.8491 3.7074
H -2.8219 1.1020 -3.5296
H 10.5865 5.8439 4.4007
H 0.9573 -8.2377 4.8380
H -2.7903 8.3929 -8.5554
```

Output
Frontier orbital gap: 9.412 eV
2S+1: 1
Charge: 0
Highest occupied orbital energy: -10.343 eV

Atomic partial charges in e from the Mulliken method, atoms 1 to 4: F -0.376; O -0.534; O -0.565; O -0.538



# C29H71N3O7P2

4 unconnected molecules or ions with the total composition C29H71N3O7P2 in a non-equilibrium geometry (ωB97M-V/def2-TZVPD, the OMol25 dataset).

```
112
C29H71N3O7P2, DFT ωB97M-V/def2-TZVPD
P -3.8901 1.2337 -6.2432
P -3.7213 2.5722 -2.1266
O -2.9521 1.1348 -1.7084
O -3.3612 -0.2268 -6.8024
O -4.9764 2.2646 -2.9075
O -2.9080 1.6585 -4.9430
O -4.1485 3.4617 -0.7838
O -3.7455 2.4719 -7.3339
O -5.2991 1.1186 -5.7415
N 3.2128 -5.8839 7.2876
N 0.1955 -0.7875 4.7736
N 3.5185 3.4954 -1.1304
C -5.8251 -0.8196 -8.4178
C -0.4708 0.0898 3.8244
C 0.7624 -2.0051 4.2050
C -3.2613 -0.3399 -8.2347
C -2.9060 3.0884 -4.7569
C -4.5818 -0.0457 -9.0143
C -4.3832 2.6356 0.3715
C 2.7417 -6.3692 5.9970
C 0.4063 0.9652 2.9251
C 0.3986 0.9700 6.5338
C 1.0733 -0.1367 5.7349
C 4.5907 -6.2495 7.5701
C 2.8355 -4.5181 7.6166
C 3.4096 -5.8130 4.7379
C 4.9655 3.3313 -1.0690
C -7.0420 0.1432 -8.1619
C 2.0190 -1.8646 3.3444
C -2.0191 0.4236 -8.8296
C 5.0055 -5.9954 9.0128
C 5.6522 2.6062 -2.2280
C 1.6161 4.7418 -2.1376
C -5.6080 1.6812 0.2355
C 2.6357 1.2871 -2.0675
C -1.6677 1.3764 -1.1183
C -1.2253 0.0209 -0.4315
C 2.7404 2.2863 -0.9116
C 3.0827 4.3410 -2.2279
C 3.6165 -3.3811 6.9519
C -2.5755 3.4778 -3.2794
H -6.8754 1.1466 -8.6004
H 5.4906 1.5289 -2.1869
H 5.0092 -4.9316 9.2570
H 5.3258 2.9721 -3.2019
H 5.2978 -5.7350 6.9033
H -4.4226 -0.4881 -10.0238
H 0.9515 3.8814 -2.2461
H 1.3755 5.4419 -2.9401
H -4.6168 3.3290 1.2054
H -0.1962 1.7720 2.4973
H 0.9931 -2.6871 5.0316
H -4.6303 2.8533 -7.3951
H 3.2834 -3.2070 5.9285
H 4.3408 -6.5106 9.7086
H 1.0895 1.3524 7.2874
H -7.2554 0.2085 -7.0824
H 1.3993 5.2336 -1.1876
H 6.7322 2.7672 -2.1714
H -1.1371 -0.2440 -8.7968
H 3.2613 3.8724 -3.2065
H -1.7573 1.3073 -8.2127
H -5.5121 0.9117 1.0345
H -0.0071 -2.5219 3.6238
H -1.1389 -0.5067 3.1959
H 3.4487 -2.4509 7.5018
H 1.2301 1.4324 3.4674
H 5.4088 4.3290 -0.9832
H -5.6381 1.1331 -0.7233
H 2.7791 -1.2383 3.8131
H -3.5039 2.0435 0.6883
H 2.8581 -7.4582 5.9896
H -2.1993 0.7294 -9.8755
H -5.5321 -1.4091 -7.5334
H 4.6932 -3.5592 6.9425
H 1.7962 0.6089 -1.8892
H 1.4223 -0.8855 6.4523
H 6.0179 -6.3700 9.1754
H -1.1446 0.7464 4.3826
H 1.6626 -6.2025 5.9280
H -0.4881 0.5969 7.0495
H 3.1353 -6.4281 3.8762
H -1.5335 -0.0346 0.6317
H -0.8771 1.6531 -1.8423
H 2.4683 -2.8497 3.1885
H 3.5311 0.6725 -2.1496
H 0.1070 1.8117 5.9030
H -6.1726 -1.5453 -9.1849
H 2.9157 -4.3943 8.7005
H 3.0810 -4.7967 4.5187
H -3.0442 -1.4115 -8.4294
H -2.7738 4.5632 -3.1449
H 0.8172 0.4009 2.0883
H -1.5981 -0.8486 -0.9971
H 4.7096 -7.3203 7.3808
H 1.9723 0.2745 5.2529
H -0.1165 0.0236 -0.4278
H -2.1822 3.6044 -5.4132
H 3.6745 5.2607 -2.2129
H -1.6773 2.1550 -0.3237
H 1.7257 2.5807 -0.6232
H 2.4551 1.7684 -3.0304
H -4.7803 1.0262 -9.1836
H 4.4980 -5.8226 4.8031
H 5.2256 2.8280 -0.1331
H -7.9543 -0.2703 -8.6437
H -1.4996 3.3074 -3.0921
H 1.7695 -4.3825 7.4112
H 1.7927 -1.4611 2.3571
H 3.1245 1.7653 -0.0298
H -6.5760 2.1925 0.3733
H -3.9397 3.4442 -4.9469
```

Output
SMILES: CCC[C@@H](C)O[P@](=O)(O)OCCP(=O)(OCC)OCC.CCN(CC)CC.CCN(CC)CC.CCN(CC)CC
Frontier orbital gap: 8.686 eV
2S+1: 1
Charge: 0
Highest occupied orbital energy: -8.179 eV

Atomic partial charges in e from the Mulliken method, atoms 1 to 4: P 0.942; P 1.093; O -0.377; O -0.416



# C29H72CuF6NO31S11

A molecular structure, C29H72CuF6NO31S11 in a non-equilibrium geometry (ωB97M-V/def2-TZVPD, the OMol25 dataset).

```
151
C29H72CuF6NO31S11, DFT ωB97M-V/def2-TZVPD
Cu -16.6027 27.6598 4.8358
S -16.0879 18.2584 9.1689
S -23.8845 24.4326 0.5632
S -14.3471 27.4128 7.6000
S -17.3474 30.3995 7.0846
S -17.0164 24.5837 5.5932
S -19.8020 21.6842 -2.6519
S -13.0377 27.7604 3.6185
S -21.5157 24.0326 12.0643
S -16.4721 26.2969 1.4172
S -18.9993 26.0946 6.5928
S -25.7185 23.7196 5.8680
F -19.3057 25.8971 9.2578
F -18.1671 27.6168 8.7013
F -18.6351 22.7911 4.4970
F -18.9248 24.7157 3.7143
F -17.1650 25.6773 8.5790
F -17.3161 23.8042 3.0271
O -21.0767 22.4059 -2.4721
O -19.6583 27.3108 6.2998
O -15.6168 24.6472 5.1676
O -16.7546 19.3822 8.1943
O -18.8339 21.9269 -1.3261
O -14.2865 27.6783 4.4096
O -17.8136 25.8004 0.9846
O -21.0661 23.3830 10.5882
O -14.0120 25.8153 7.3620
O -18.9937 21.9430 -3.8401
O -15.6717 17.1212 8.4201
O -15.4434 24.9999 1.2657
O -26.2897 23.6547 7.1848
O -16.6520 30.0574 8.3223
O -17.2081 23.6757 6.6734
O -12.1354 26.4728 4.0106
O -25.2056 22.5177 5.2292
O -13.1244 28.1723 7.4341
O -24.4667 24.8037 5.8856
O -24.6911 23.6058 -0.3442
O -22.8051 23.3860 1.3532
O -24.4382 25.3485 1.5503
O -13.1673 27.8594 2.2007
O -19.9027 24.9963 6.5793
O -15.5023 27.7875 6.7755
O -16.5659 31.6574 6.3090
O -22.6159 24.9388 11.8830
O -16.2433 26.9160 2.7265
O -15.1631 19.0234 10.0318
O -17.6833 29.3517 6.1264
O -21.6174 22.9518 13.0206
N -17.5871 26.0422 5.5829
C -18.9080 21.2764 1.0110
C -19.9814 24.9460 12.5631
C -20.1330 22.3227 10.5436
C -17.3298 18.8798 7.0224
C -16.3468 32.9217 6.8297
C -23.2310 24.5974 7.9443
C -15.3332 24.2991 0.0552
C -22.9967 23.0903 2.7327
C -19.2914 22.5552 9.2582
C -18.3379 26.3168 8.4508
C -12.8929 25.2509 8.0386
C -19.4514 22.2543 -0.0671
C -14.7428 27.4304 9.4303
C -11.8458 29.0567 4.2737
C -23.2464 24.3551 6.4234
C -18.0484 23.9378 4.1165
C -15.0923 33.4785 6.1659
C -26.8716 24.7293 4.7596
C -15.8290 27.4052 0.0728
C -18.1148 19.9423 6.2801
C -18.8999 31.2554 7.4276
C -12.9650 23.8036 7.8729
C -11.3402 24.2700 3.7836
C -17.5898 17.8680 10.2276
C -12.5855 25.2227 3.6117
C -21.7910 22.2125 3.1233
C -22.6344 25.3176 -0.4765
C -15.0170 22.8363 0.3719
C -20.1568 19.8912 -2.5522
H -14.1529 22.7689 1.0328
H -20.9973 19.7315 -3.2276
H -21.4573 21.4102 2.4652
H -11.6920 23.2390 3.7468
H -18.2819 19.5544 5.2752
H -22.3087 24.2147 8.3813
H -20.0467 25.3084 13.5890
H -21.8812 21.8513 4.1478
H -12.2842 30.0207 4.0159
H -23.0317 24.0957 3.1523
H -21.7778 25.6056 0.1330
H -22.4139 24.8601 5.9335
H -19.3158 21.5749 1.9768
H -18.6372 23.3561 9.6027
H -19.4615 31.5356 6.5364
H -13.4498 25.0630 4.2564
H -22.2323 24.6672 -1.2533
H -10.8555 24.4074 4.7502
H -27.0595 25.7128 5.1901
H -26.3559 24.8883 3.8126
H -12.9476 25.2046 2.5838
H -13.7678 27.4479 9.9174
H -13.9374 23.3597 8.0864
H -27.8136 24.2105 4.5819
H -16.2002 24.2477 -0.6034
H -18.5591 21.8257 8.9122
H -17.5552 20.8589 6.0939
H -17.1783 33.6005 6.6407
H -19.0546 20.1552 6.7895
H -19.2624 19.4079 -2.9452
H -20.6414 21.3880 10.3072
H -23.1400 23.2882 6.2270
H -14.7916 22.1990 -0.4831
H -11.8596 28.8791 5.3491
H -10.6581 24.5499 2.9808
H -19.5706 22.1422 11.4596
H -23.9215 22.5215 2.8287
H -15.3971 28.2847 9.6040
H -19.6062 30.5919 7.9266
H -16.4467 28.3027 0.0399
H -19.9380 22.8301 8.4249
H -12.2465 23.2680 8.4933
H -17.8282 21.1487 1.0878
H -20.5288 22.0964 -0.0171
H -15.7834 22.3349 0.9629
H -23.2084 25.6708 8.1329
H -15.9003 26.7953 -0.8278
H -17.4241 17.9712 11.3000
H -20.3473 19.6291 -1.5114
H -20.8544 22.7656 3.0528
H -14.7794 27.6150 0.2785
H -14.5718 24.7532 -0.5789
H -23.1270 26.2069 -0.8696
H -16.5132 18.6048 6.3548
H -12.8378 25.5307 9.0906
H -11.9039 25.5229 7.6698
H -18.6953 32.1587 8.0022
H -17.8538 16.8370 9.9921
H -19.9972 25.7826 11.8646
H -10.9140 28.9560 3.7173
H -19.1042 24.3417 12.3320
H -14.1787 32.9558 6.4494
H -19.3103 20.2665 0.9314
H -16.1886 32.8696 7.9069
H -15.2519 33.4442 5.0882
H -12.7929 23.5227 6.8339
H -18.3667 18.5865 9.9661
H -14.9684 34.5048 6.5114
H -19.1908 23.3000 0.0964
H -18.0579 18.0800 7.1575
H -24.1487 24.2171 8.3929
H -15.2680 26.5063 9.6714
```

Output
Frontier orbital gap (alpha / beta): 9.026 / 2.988 eV
2S+1: 3
⟨S²⟩: 2.01
Charge: +2
Highest occupied orbital energy (alpha / beta): -14.002 / -14.002 eV

Atomic partial charges in e from the Mulliken method, atoms 1 to 4: Cu 0.282; S 1.143; S 1.089; S 0.624